Entry from the Open Molecules 2025 dataset: a cluster of 2 separate species, C16H16Cl in total (ωB97M-V/def2-TZVPD).

The geometry in ORCA input format:
```
! wB97M-V def2-TZVPD RIJCOSX def2/J DEFGRID3
* xyz 1 1
Cl -4.404 3.337 1.521
C -3.011 2.358 1.362
C -3.121 0.963 1.474
C -1.984 0.165 1.334
C -0.714 0.752 1.090
C 0.448 -0.080 0.876
C 1.850 0.484 0.856
C 2.781 -0.756 1.136
C 1.814 -1.879 1.336
C 0.503 -1.456 1.230
C -0.626 2.166 1.024
C -1.759 2.964 1.157
H -4.094 0.513 1.671
H -2.067 -0.916 1.448
H 2.118 1.006 -0.073
H 1.951 1.228 1.662
H 3.464 -0.942 0.295
H 3.412 -0.558 2.017
H 2.132 -2.882 1.598
H -0.375 -2.080 1.374
H 0.353 2.637 0.908
H -1.682 4.045 1.109
C 1.424 -0.846 -2.332
C 0.633 -1.946 -3.040
C -0.717 -1.780 -2.839
C -0.933 -0.606 -2.015
C 0.292 -0.063 -1.676
H 2.174 -1.226 -1.618
H 1.960 -0.194 -3.040
H 1.132 -2.704 -3.654
H -1.517 -2.390 -3.262
H -1.901 -0.234 -1.679
H 0.464 0.920 -1.248
*
```

Its orbital gap is 6.13 eV. The molar mass comes out at 243.8 g/mol. Its HOMO energy is -11.675 eV. Its maximum force is 0.0320 Eh/bohr. The total energy comes out at -29365.3990 eV.

These are the natural (NBO) partial charges, in e, on atoms 1 to 6:
1. Cl 0.10
2. C 0.02
3. C -0.23
4. C -0.13
5. C -0.12
6. C 0.32

---

Entry from the Open Molecules 2025 dataset: a structure of composition C16H16Cl33N2O4S2 (ωB97M-V/def2-TZVPD).

The geometry in ORCA input format:
```
! wB97M-V def2-TZVPD RIJCOSX def2/J DEFGRID3
* xyz -1 1
O -1.353 0.312 -3.204
S 0.054 0.477 -2.930
O 0.656 1.602 -3.598
N 0.383 0.506 -1.358
S -0.722 1.312 -0.490
O -1.118 2.549 -1.107
O -1.832 0.430 -0.187
C 0.234 1.679 0.975
C 0.963 2.854 0.988
C 1.712 3.054 2.116
C 1.752 2.177 3.175
N 1.027 1.063 3.171
C 0.316 0.861 2.074
H 0.697 -0.645 -3.349
H 0.954 3.543 0.153
H 2.327 3.951 2.168
H 2.378 2.371 4.042
H -0.260 -0.055 2.037
C -2.045 -0.429 -6.067
Cl -2.374 0.668 -7.414
Cl -3.013 -1.917 -6.223
Cl -0.331 -0.828 -6.008
H -2.313 0.065 -5.137
C -1.363 -3.449 2.028
Cl -1.622 -1.936 1.175
Cl 0.334 -3.944 1.937
Cl -1.875 -3.323 3.723
H -1.962 -4.217 1.556
C 5.630 1.299 0.992
Cl 5.505 1.202 -0.761
Cl 6.958 2.369 1.477
Cl 4.099 1.856 1.679
H 5.841 0.306 1.370
C 7.113 -1.727 -2.736
Cl 6.338 -0.636 -3.885
Cl 8.469 -0.927 -1.932
Cl 5.947 -2.319 -1.551
H 7.499 -2.577 -3.283
C -3.143 -4.490 -3.532
Cl -2.672 -5.803 -4.622
Cl -4.657 -4.879 -2.709
Cl -1.867 -4.160 -2.363
H -3.298 -3.596 -4.123
C 4.212 3.506 -3.772
Cl 4.126 2.223 -4.983
Cl 3.027 3.235 -2.501
Cl 5.852 3.621 -3.107
H 3.981 4.444 -4.258
C 3.622 0.546 6.901
Cl 2.744 0.390 8.426
Cl 3.269 -0.812 5.836
Cl 3.225 2.072 6.107
H 4.682 0.543 7.118
C -2.130 0.255 5.797
Cl -2.643 1.658 4.858
Cl -0.407 -0.025 5.600
Cl -2.536 0.467 7.509
H -2.661 -0.613 5.426
C -1.879 3.081 10.500
Cl -2.528 4.305 9.408
Cl -2.930 1.663 10.543
Cl -0.241 2.628 10.025
H -1.839 3.502 11.496
C -6.201 -5.580 -6.978
Cl -5.897 -7.282 -7.347
Cl -7.152 -5.426 -5.501
Cl -4.683 -4.692 -6.847
H -6.773 -5.155 -7.793
C -5.542 1.467 -4.201
Cl -5.135 0.167 -5.328
Cl -7.053 1.116 -3.344
Cl -4.202 1.663 -3.099
H -5.677 2.384 -4.760
*
```

Its orbital gap is 7.67 eV. The molar mass comes out at 1534.4 g/mol. Its HOMO energy is -5.918 eV. Its maximum force is 0.0424 Eh/bohr. The total energy comes out at -462932.0899 eV.

These are the Löwdin partial charges, in e, on atoms 1 to 6:
1. O -0.44
2. S 0.45
3. O -0.43
4. N -0.35
5. S 0.51
6. O -0.33

---

Entry from the Open Molecules 2025 dataset: the molecule C16H16ClN3O (ωB97M-V/def2-TZVPD).

The geometry in ORCA input format:
```
! wB97M-V def2-TZVPD RIJCOSX def2/J DEFGRID3
* xyz 0 1
C -3.734 4.030 -3.632
C -2.449 3.508 -3.612
C -2.042 2.199 -4.208
C -1.682 1.239 -3.118
C -2.614 0.436 -2.551
Cl -4.269 0.400 -3.047
N -2.287 -0.422 -1.515
C -1.053 -0.493 -1.104
N -0.857 -1.454 -0.162
C 0.211 -1.506 0.707
C 1.473 -1.834 0.212
C 2.608 -1.950 1.065
C 2.441 -1.688 2.417
C 1.215 -1.259 2.918
C 0.100 -1.219 2.081
C 1.329 -0.997 4.391
C 2.736 -1.535 4.783
C 3.489 -1.769 3.501
N -0.049 0.309 -1.549
C -0.317 1.124 -2.616
O 0.606 1.771 -3.034
H -4.515 3.473 -4.112
H -3.974 5.007 -3.202
H -1.702 4.085 -3.130
H -2.821 1.800 -4.818
H -1.159 2.324 -4.849
H -1.765 -1.778 0.188
H 1.622 -2.091 -0.860
H 3.565 -2.222 0.639
H -0.907 -1.021 2.432
H 0.575 -1.540 4.986
H 1.198 0.053 4.588
H 2.614 -2.475 5.319
H 3.303 -0.819 5.396
H 3.882 -2.797 3.524
H 4.311 -1.087 3.254
H 0.918 0.201 -1.283
*
```

Its orbital gap is 8.93 eV. The molar mass comes out at 301.8 g/mol. Its HOMO energy is -8.287 eV. Its maximum force is 0.0749 Eh/bohr. Its SMILES is C=CCc1c(Cl)nc(Nc2ccc3c(c2)CCC3)[nH]c1=O. The total energy comes out at -35892.0901 eV.

These are the natural (NBO) partial charges, in e, on atoms 1 to 6:
1. C -0.41
2. C -0.15
3. C -0.47
4. C -0.21
5. C 0.24
6. Cl 0.03